(1)
Below is a structure of composition C33H63AsF2IN4O3RhSSi3 in a non-equilibrium geometry, with properties calculated with ωB97M-V/def2-TZVPD.

```
112
Properties=species:S:1:pos:R:3:forces:R:3
Rh -0.11493 -0.09896 0.95841 -0.1752 -0.2695 -0.7599
F -2.34123 1.36544 2.25461 0.2270 -0.4645 0.1548
C -0.97733 1.33624 2.47131 -0.7375 1.0864 -0.0180
F -0.57363 2.61924 2.18301 0.3010 -0.5422 0.1815
H -0.80223 1.15094 3.53641 0.1448 -0.2353 -0.2084
O 2.38137 -1.80586 0.31491 -0.3340 -0.6740 0.1814
C 2.53297 -0.77846 -0.36559 1.1925 -0.2074 -0.5268
O 1.77937 0.19784 -0.45189 -0.8432 0.4250 0.0990
C 3.85887 -0.76106 -1.20419 -0.9427 0.5697 0.0819
N 4.66687 -1.89416 -0.67519 -0.0457 -0.3510 0.7068
C 5.04127 -2.79716 -1.80309 0.2540 -0.3374 -0.7310
C 4.84087 -1.93986 -3.04789 -0.1336 0.0349 0.0624
C 3.62377 -1.09336 -2.68169 0.1273 0.0149 -0.0296
H 4.37707 0.19214 -1.08949 0.0649 -0.1498 0.0715
H 3.95227 -2.34026 -0.00889 0.5168 0.2325 -0.3284
H 5.48977 -1.58466 -0.15729 -0.1689 -0.0303 -0.0462
H 4.36197 -3.64986 -1.81059 0.0076 0.0727 0.1426
H 6.06167 -3.16046 -1.69199 -0.0956 0.0244 0.1716
H 4.67287 -2.54556 -3.93399 0.0600 -0.0427 -0.0260
H 5.70507 -1.30166 -3.22769 0.0906 -0.0117 0.0028
H 2.70777 -1.67266 -2.80499 -0.0593 0.0120 0.0199
H 3.54267 -0.19076 -3.28079 -0.0802 0.0306 0.0043
C -3.89833 -5.19836 0.13221 -0.0191 0.1883 -0.2215
C -3.75633 -4.10266 -0.92169 -0.3943 -0.1916 0.2079
N -2.44083 -3.48226 -0.92279 0.1465 0.2448 -0.0335
C -1.37293 -4.21686 -1.58799 0.3084 -0.0463 0.0734
C -0.41033 -4.89506 -0.61319 -0.1409 0.0754 -0.1713
C -2.18623 -2.31656 -0.30769 -0.4680 -0.1979 -0.0390
C -3.26973 -1.63466 0.47071 0.1574 0.0605 0.0211
N -1.04313 -1.71106 -0.35489 1.2109 0.6446 0.1898
H -4.94303 -5.48366 0.20131 -0.1121 -0.1473 0.0520
H -3.57043 -4.84426 1.10731 0.0132 0.0315 0.1069
H -3.31963 -6.07906 -0.13229 0.0623 -0.1019 0.0206
H -4.51333 -3.33566 -0.75919 0.0757 -0.0739 -0.0856
H -3.92873 -4.52356 -1.91759 -0.0130 0.1498 0.1037
H -0.83153 -3.53376 -2.25409 -0.0635 -0.0866 -0.0256
H -1.83543 -4.97766 -2.21559 -0.0324 0.1149 -0.0487
H 0.01897 -4.18556 0.08891 0.0849 0.0382 0.0338
H 0.39437 -5.36576 -1.17009 0.1447 -0.0716 -0.0312
H -0.91863 -5.66606 -0.04239 -0.0598 -0.0681 0.0844
H -4.13213 -1.39636 -0.14409 -0.0619 0.0476 -0.0970
H -2.84883 -0.70996 0.86191 -0.1913 0.0103 0.0438
H -3.60063 -2.25826 1.29631 -0.0834 -0.0881 0.1019
H -0.30853 -2.19306 -0.86339 -0.1678 0.0061 -0.0924
C 3.38197 -1.07326 2.98971 -0.5833 0.0782 -0.5244
S 1.89537 -0.02276 2.67041 1.7071 0.2794 0.8348
O 1.11387 -0.16786 3.89391 -0.7404 -0.1297 1.0841
C 2.77237 1.55094 2.81111 -0.1092 -0.0639 -0.3739
C 2.47417 2.39634 3.86231 -0.2067 -0.2566 0.1085
C 3.16047 3.59334 3.98561 0.0287 0.1199 -0.0704
C 4.11187 3.95494 3.04581 -0.0006 -0.0664 0.0231
C 4.39187 3.10814 1.98291 0.0202 -0.0385 -0.0499
C 3.72127 1.90274 1.86451 0.0644 0.0200 -0.0537
H 3.60457 -0.95206 4.04281 -0.0753 0.2357 0.1791
H 4.21267 -0.74246 2.37981 0.1408 0.0502 -0.1260
H 3.12727 -2.10516 2.77731 -0.1048 -0.1296 -0.0540
H 1.72347 2.10294 4.58021 -0.0567 -0.0293 0.1092
H 2.94827 4.24754 4.81551 -0.0530 0.0732 0.1026
H 4.64007 4.89234 3.13921 0.0178 0.0492 0.0211
H 5.12757 3.39734 1.24771 0.0712 -0.0178 -0.0719
H 3.92147 1.24214 1.03401 0.0746 -0.0188 -0.1554
C -3.76553 4.21374 -1.77179 0.5099 -0.5120 0.5983
Si -3.26223 3.25064 -0.19719 -0.4648 -0.1419 0.0477
C -2.91653 4.45054 1.24631 -0.0139 -0.6395 -0.5191
C -4.65193 1.98744 0.17761 0.6936 0.5136 -0.0936
As -1.20153 1.84274 -0.66519 -0.4615 1.1553 -0.7741
Si -1.60743 0.86064 -2.84239 -0.2316 -0.5698 -0.7870
C -3.18673 -0.22166 -2.79659 0.5648 0.4626 0.2707
C -1.87213 2.12124 -4.25599 0.1217 -0.2027 0.7641
C -0.11423 -0.25556 -3.27299 -0.3780 0.4301 0.3460
Si 0.47247 3.60164 -1.14299 0.6467 0.2807 -0.3423
C -0.28263 5.08434 -2.08869 0.0183 -0.7415 0.4954
C 1.30737 4.19684 0.46201 -0.5390 -0.4088 -0.5031
C 1.76477 2.79484 -2.29879 -0.5439 0.1499 0.5082
H -4.72993 4.67984 -1.59569 -0.2480 0.0234 0.1986
H -3.87283 3.56434 -2.63309 -0.0156 -0.1494 -0.1327
H -3.07223 5.00584 -2.02429 0.1815 0.1227 -0.0204
H -3.59633 5.29824 1.20321 -0.1296 0.0748 -0.1741
H -1.89873 4.83234 1.22581 0.1005 0.0472 -0.0404
H -3.06913 3.95954 2.20291 0.0393 -0.1258 0.0774
H -5.56163 2.51164 0.45601 -0.1393 0.2014 0.0339
H -4.39053 1.32924 0.99771 0.0740 -0.0954 0.1428
H -4.88423 1.38144 -0.69339 0.0048 -0.0216 -0.1456
H -3.96973 0.22644 -2.19119 -0.1057 0.0745 0.0327
H -2.98453 -1.21166 -2.40279 0.0837 -0.1527 0.0506
H -3.58223 -0.34416 -3.80039 0.0289 0.0629 -0.2464
H -2.90623 2.44874 -4.29919 -0.1470 0.0683 0.0728
H -1.65483 1.65024 -5.20949 0.1012 -0.2773 -0.1219
H -1.24203 3.00084 -4.18439 0.1305 0.1498 0.0316
H 0.44997 -0.49346 -2.37799 0.1080 -0.0392 0.1563
H 0.55677 0.23644 -3.96659 0.1539 0.2124 -0.1629
H -0.43443 -1.18466 -3.73459 -0.2260 -0.1461 -0.1008
H -0.80073 5.77424 -1.43169 -0.1363 0.0901 0.1721
H -0.96603 4.78224 -2.87529 -0.0908 -0.0800 -0.0973
H 0.52537 5.63434 -2.56149 0.2936 0.0322 -0.0259
H 0.61697 4.70534 1.12651 -0.1900 0.0820 0.0629
H 2.11827 4.88534 0.24271 0.1172 0.1152 -0.2414
H 1.72347 3.35874 1.00971 0.0602 -0.1569 0.0799
H 1.41337 2.75924 -3.32469 -0.1356 0.0337 -0.2144
H 1.99747 1.78754 -1.97649 0.0056 -0.1368 0.0580
H 2.68337 3.37384 -2.28139 0.1411 0.2465 0.0131
I 1.61477 -5.24826 3.19061 -0.3197 0.3741 0.0686
C 0.16797 -3.73196 3.41891 0.2973 -0.3472 -0.1098
C -0.68763 -3.69356 4.50761 0.0557 0.1100 -0.0863
C -1.61763 -2.66816 4.56311 -0.0179 0.0073 -0.0946
C -1.66223 -1.73466 3.53991 -0.1042 -0.0904 0.2552
N -0.83543 -1.78456 2.50241 0.0120 0.3905 -0.0660
C 0.06237 -2.75776 2.44081 0.2010 -0.4389 0.0510
H -0.63293 -4.43106 5.29311 0.0181 -0.0791 0.0517
H -2.30153 -2.59936 5.39321 -0.0963 0.0470 0.0675
H -2.38763 -0.93336 3.55301 -0.0137 0.1093 0.0062
H 0.72707 -2.75906 1.58521 0.0235 0.0042 0.0045
```
Positions in Å, forces in eV/Å.

- LUMO level (alpha / beta) (hartree) = -0.15903 / -0.26757
- charge = +2
- Kohn-Sham gap (alpha / beta) (eV) = 7.794 / 6.314
- F_max (eV/A) = 1.9
- 2S+1 = 5

Atom charges from the Löwdin analysis, given in e for atoms 1 to 6:
1. Rh 0.90
2. F -0.08
3. C -0.38
4. F -0.07
5. H 0.10
6. O -0.06

(2)
Below is a structure of composition C4H7NO in a non-equilibrium geometry, with properties calculated with ωB97M-V/def2-TZVPD.

```
13
Properties=species:S:1:pos:R:3:forces:R:3
C -1.76045 0.33329 0.45869 0.2076 -0.1107 -0.1229
C 1.39994 0.11723 -0.03151 -0.7361 1.3870 -0.3652
C -0.55194 0.22495 -0.43417 1.0368 -2.5273 0.0009
C 0.55476 -1.06889 -0.20573 -2.0570 1.0039 -0.1192
O 2.72908 0.17447 0.04536 0.0411 -0.1081 0.2514
N 0.55679 1.09591 -0.10721 1.6041 0.3126 0.1904
H 3.00194 1.10268 0.03763 -0.1018 0.0242 0.0119
H -0.80069 0.23131 -1.49450 -0.0759 0.2858 -0.0234
H 0.25534 -1.57622 0.70559 0.3133 -0.2199 0.0888
H 0.79872 -1.74953 -1.01762 -0.1183 -0.0270 -0.0070
H -2.20893 1.32003 0.34171 -0.0266 0.0352 -0.0129
H -1.47526 0.21724 1.50306 -0.0050 -0.0331 0.0747
H -2.49930 -0.42248 0.19871 -0.0820 -0.0227 0.0324
```
Positions in Å, forces in eV/Å.

- LUMO level (hartree) = 0.03330
- charge = 0
- Kohn-Sham gap (eV) = 10.428
- F_max (eV/A) = 2.7

Atom charges from the natural (NBO) analysis, given in e for atoms 1 to 6:
1. C -0.63
2. C 0.54
3. C 0.00
4. C -0.51
5. O -0.66
6. N -0.51

Number 2 is which compound? C4H7NO

What did the second record say?
Below is a structure of composition C4H7NO in a non-equilibrium geometry, with properties calculated with ωB97M-V/def2-TZVPD.

```
13
Properties=species:S:1:pos:R:3:forces:R:3
C -1.76045 0.33329 0.45869 0.2076 -0.1107 -0.1229
C 1.39994 0.11723 -0.03151 -0.7361 1.3870 -0.3652
C -0.55194 0.22495 -0.43417 1.0368 -2.5273 0.0009
C 0.55476 -1.06889 -0.20573 -2.0570 1.0039 -0.1192
O 2.72908 0.17447 0.04536 0.0411 -0.1081 0.2514
N 0.55679 1.09591 -0.10721 1.6041 0.3126 0.1904
H 3.00194 1.10268 0.03763 -0.1018 0.0242 0.0119
H -0.80069 0.23131 -1.49450 -0.0759 0.2858 -0.0234
H 0.25534 -1.57622 0.70559 0.3133 -0.2199 0.0888
H 0.79872 -1.74953 -1.01762 -0.1183 -0.0270 -0.0070
H -2.20893 1.32003 0.34171 -0.0266 0.0352 -0.0129
H -1.47526 0.21724 1.50306 -0.0050 -0.0331 0.0747
H -2.49930 -0.42248 0.19871 -0.0820 -0.0227 0.0324
```
Positions in Å, forces in eV/Å.

- LUMO level (hartree) = 0.03330
- charge = 0
- Kohn-Sham gap (eV) = 10.428
- F_max (eV/A) = 2.7

Atom charges from the natural (NBO) analysis, given in e for atoms 1 to 6:
1. C -0.63
2. C 0.54
3. C 0.00
4. C -0.51
5. O -0.66
6. N -0.51